# 1
{
  "formula": "C3H29O12",
  "method": "ωB97M-V/def2-TZVPD",
  "spin_multiplicity": 1,
  "total_energy_ev": -28153.16284,
  "de_lowest_kcal_mol": 13.3,
  "gap_ev": 8.456,
  "charge": -1,
  "max_force_ev_per_a": 3.823,
  "elements": ["O", "C", "H", "C", "H", "H", "H", "H", "O", "H", "H", "O", "H", "O", "H", "H", "O", "H", "H", "O", "H", "H", "H", "H", "H", "O", "H", "H", "H", "H", "O", "C", "O", "H", "O", "H", "O", "O", "H", "H", "H", "H", "H", "H"],
  "coordinates": [[1.42, -3.76, -1.51], [0.96, 0.09, 0.52], [-1.93, 0.06, 0.77], [0.84, 0.53, 1.89], [-0.31, 1.96, 0.07], [2.00, -1.43, -0.65], [-1.62, 0.66, -2.88], [-2.06, 4.08, 2.22], [-1.37, -2.02, 1.72], [0.37, -0.22, 2.59], [1.90, -1.40, -4.03], [-2.17, 0.56, -2.10], [2.78, -0.88, 0.83], [-2.29, 3.20, 1.92], [4.14, 0.12, -1.25], [-1.72, 3.05, 1.20], [-2.82, 0.43, 0.82], [-0.77, -1.42, 1.32], [0.93, 1.86, -2.11], [1.00, 0.97, -2.36], [1.29, 1.01, -0.03], [0.16, 3.29, -0.01], [1.34, -0.53, -2.91], [-1.56, 0.43, -1.37], [0.19, 1.39, 2.01], [-1.26, -2.54, -1.39], [-0.95, -2.87, 1.68], [1.36, -2.02, 0.90], [-0.75, -1.76, -1.20], [-2.03, -2.31, -1.90], [-0.61, 2.81, -0.09], [1.85, -1.11, 0.36], [-3.08, 0.85, 3.40], [-2.62, 0.09, 3.78], [3.76, 0.92, -0.82], [0.50, -3.55, -1.32], [1.68, -1.41, -3.06], [-0.30, -0.14, -0.05], [0.72, 0.54, -1.54], [-2.46, 1.57, 3.16], [1.82, 0.69, 2.31], [1.78, -2.96, -2.00], [-2.96, 0.63, 1.76], [2.90, 0.54, -0.65]],
  "nbo_charge": [-1.01, 0.06, 0.48, -0.63, 0.49, 0.22, 0.45, 0.45, -0.96, 0.21, 0.47, -0.97, 0.20, -0.97, 0.46, 0.50, -1.00, 0.48, 0.48, -0.99, 0.10, 0.45, 0.50, 0.50, 0.21, -0.99, 0.46, 0.22, 0.50, 0.48, -0.92, -0.65, -0.96, 0.48, -0.95, 0.49, -0.98, -1.04, 0.51, 0.50, 0.20, 0.49, 0.47, 0.48]
}

# 2
{
  "formula": "C3H2AgO3",
  "method": "ωB97M-V/def2-TZVPD",
  "spin_multiplicity": 1,
  "total_energy_ev": -13275.52101,
  "de_lowest_kcal_mol": 0.0,
  "gap_ev": 7.858,
  "charge": 1,
  "max_force_ev_per_a": 3.600,
  "elements": ["C", "Ag", "O", "O", "O", "H", "H", "C", "C"],
  "coordinates": [[0.60, -1.31, -0.58], [-2.92, 2.49, 1.65], [-1.66, 0.92, 0.67], [0.56, 0.76, 0.29], [-0.69, -0.95, -0.33], [0.93, -1.69, -1.60], [2.46, -0.26, -0.04], [-0.69, 0.34, 0.27], [1.41, -0.29, -0.31]],
  "nbo_charge": [0.04, 0.99, -0.75, -0.44, -0.44, 0.27, 0.26, 1.01, 0.07]
}

- Number 1 is which compound?
  C3H29O12